{
  "formula": "C41H48AsBiN3O5PS5",
  "method": "the ωB97M-V functional and the def2-TZVPD basis",
  "e_tot_ha": -6913.823757,
  "e_lumo_ha": -0.187,
  "de_lowest_kj_mol": 0.00,
  "total_charge": 2,
  "orbital_gap_ev": 7.562,
  "elements": ["Bi", "C", "C", "S", "C", "C", "S", "C", "C", "S", "H", "H", "H", "H", "H", "H", "H", "H", "H", "H", "H", "H", "C", "C", "C", "C", "C", "C", "P", "C", "C", "C", "C", "C", "C", "C", "C", "C", "C", "C", "C", "H", "H", "H", "H", "H", "H", "H", "H", "H", "H", "H", "H", "H", "H", "H", "C", "As", "C", "C", "S", "H", "H", "H", "H", "H", "H", "H", "H", "H", "C", "C", "C", "C", "N", "C", "S", "N", "C", "H", "H", "H", "H", "H", "H", "H", "H", "O", "C", "O", "C", "O", "C", "C", "C", "C", "C", "C", "N", "O", "O", "H", "H", "H", "H"],
  "positions_angstrom": [[-0.3800, -1.1998, -0.5207], [-0.8128, -4.6260, -2.0600], [-0.3244, -5.1618, -0.7224], [0.5018, -3.9333, 0.3343], [-0.3089, -4.2165, 1.9302], [-1.8235, -4.0467, 1.9834], [-2.4232, -2.4232, 1.4277], [-3.6732, -2.8284, 0.1777], [-3.2546, -3.7419, -0.9662], [-1.8731, -3.1622, -2.0139], [0.0275, -4.3219, -2.6837], [-1.3526, -5.4154, -2.5852], [-1.1356, -5.6047, -0.1487], [0.4037, -5.9496, -0.9152], [-0.0439, -5.2251, 2.2505], [0.1918, -3.5204, 2.6060], [-2.3359, -4.8155, 1.4081], [-2.1357, -4.1642, 3.0213], [-4.5337, -3.2706, 0.6808], [-3.9652, -1.8530, -0.2034], [-2.9884, -4.7367, -0.6162], [-4.1120, -3.8498, -1.6310], [3.4855, -4.1125, 3.5041], [3.7600, -3.9087, 2.1571], [3.2755, -2.7824, 1.5144], [2.5132, -1.8369, 2.2050], [2.2329, -2.0554, 3.5523], [2.7172, -3.1888, 4.1959], [2.0257, -0.3268, 1.2769], [3.6895, 0.2468, 0.8115], [4.7133, 0.2919, 1.7597], [5.9909, 0.6740, 1.3871], [6.2642, 0.9944, 0.0625], [5.2577, 0.9312, -0.8888], [3.9739, 0.5603, -0.5135], [1.4037, 0.7395, 2.6063], [2.1117, 1.8178, 3.1290], [1.5797, 2.5590, 4.1771], [0.3462, 2.2228, 4.7155], [-0.3706, 1.1553, 4.1891], [0.1498, 0.4304, 3.1315], [3.8866, -4.9775, 4.0154], [4.3595, -4.6246, 1.6102], [3.5088, -2.6265, 0.4657], [1.6539, -1.3379, 4.1183], [2.5059, -3.3366, 5.2470], [4.5158, 0.0134, 2.7883], [6.7782, 0.7126, 2.1280], [7.2653, 1.2853, -0.2265], [5.4760, 1.1694, -1.9220], [3.1833, 0.5034, -1.2503], [3.0773, 2.0872, 2.7210], [2.1414, 3.3901, 4.5837], [-0.0548, 2.7898, 5.5460], [-1.3364, 0.8877, 4.5956], [-0.4322, -0.3907, 2.7209], [2.9947, -1.2510, -4.9915], [1.4474, -0.7296, -3.9777], [1.6671, 1.1597, -3.7375], [-0.0176, -1.1966, -5.1226], [1.6274, -1.9365, -2.2082], [3.0257, -0.6831, -5.9212], [2.9368, -2.3146, -5.2129], [3.8904, -1.0517, -4.4066], [1.4578, 1.6403, -4.6934], [2.7071, 1.3343, -3.4671], [0.9969, 1.5295, -2.9666], [-0.0297, -0.5054, -5.9652], [-0.9613, -1.1546, -4.5889], [0.1745, -2.2060, -5.4825], [-0.5525, 6.2279, 2.5646], [-1.2851, 4.9303, 2.5452], [-2.2325, 4.5392, 3.4454], [-2.8266, 3.2754, 3.2722], [-2.5120, 2.4635, 2.2738], [-1.6012, 2.8554, 1.3734], [-1.2020, 1.9595, -0.0084], [-1.0002, 4.0741, 1.5370], [-3.8556, 2.7821, 4.2372], [-0.8956, 6.8495, 3.3865], [-0.7096, 6.7664, 1.6289], [0.5199, 6.0561, 2.6774], [-2.5170, 5.1876, 4.2600], [-0.2802, 4.3205, 0.8704], [-4.2115, 3.5707, 4.8955], [-3.4227, 1.9877, 4.8487], [-4.6913, 2.3481, 3.6910], [1.7295, 3.6683, 0.0621], [1.5889, 2.5677, -0.1511], [-2.7201, -0.5014, -1.4061], [-2.1328, 0.1690, -2.2727], [-0.8442, 0.1095, -2.3691], [-2.8774, 1.0358, -3.2199], [-4.2580, 1.1466, -3.0904], [-4.9746, 1.9365, -3.9730], [-4.2810, 2.5974, -4.9685], [-2.9104, 2.5070, -5.1226], [-2.2068, 1.7178, -4.2305], [-5.0413, 3.4498, -5.9165], [-4.4287, 3.9106, -6.8546], [-6.2158, 3.6225, -5.6819], [-4.7600, 0.6165, -2.2936], [-6.0467, 2.0454, -3.9045], [-2.4265, 3.0484, -5.9217], [-1.1319, 1.6340, -4.3103]],
  "forces_ev_per_a": [[-0.2, 0.4, -0.2], [-0.1, 0.0, 0.0], [0.0, 0.0, 0.0], [0.0, -0.1, 0.0], [0.0, 0.0, -0.1], [0.0, 0.0, 0.0], [0.1, 0.0, -0.1], [0.1, 0.0, 0.0], [0.0, 0.1, -0.1], [0.1, 0.0, 0.2], [0.0, 0.0, 0.0], [0.0, 0.0, 0.0], [0.0, 0.0, 0.0], [0.0, 0.0, 0.0], [0.0, 0.0, 0.1], [0.0, 0.0, 0.0], [0.0, 0.0, 0.0], [0.0, -0.1, 0.0], [0.0, 0.0, 0.0], [-0.1, 0.0, 0.0], [0.0, 0.0, 0.0], [0.0, 0.0, 0.0], [0.0, 0.0, 0.0], [0.0, 0.0, 0.0], [0.0, 0.0, 0.0], [0.0, 0.0, 0.0], [0.0, 0.0, 0.0], [0.0, 0.0, 0.0], [0.1, -0.4, 0.2], [0.0, 0.1, -0.1], [0.0, 0.0, 0.0], [0.0, 0.0, 0.0], [0.0, 0.0, 0.0], [0.0, 0.0, 0.0], [0.0, 0.0, 0.0], [0.0, 0.2, -0.1], [0.0, 0.0, 0.0], [0.0, 0.0, 0.0], [0.0, 0.0, 0.0], [0.0, 0.0, 0.0], [0.0, 0.0, 0.0], [0.0, 0.0, 0.0], [0.0, 0.0, 0.0], [0.0, 0.0, 0.0], [0.0, 0.0, 0.0], [0.0, 0.0, 0.0], [0.0, 0.0, 0.0], [0.0, 0.0, 0.0], [0.0, 0.0, 0.0], [0.0, 0.0, 0.0], [0.0, 0.0, 0.0], [0.0, 0.0, 0.0], [0.0, 0.0, 0.0], [0.0, 0.0, 0.0], [0.0, 0.0, 0.0], [0.0, 0.0, 0.0], [0.0, 0.0, 0.0], [0.4, -0.2, -0.2], [-0.1, 0.0, 0.1], [-0.1, 0.0, 0.1], [-0.2, 0.0, 0.2], [0.0, 0.0, 0.0], [0.0, 0.0, 0.0], [0.0, 0.0, 0.0], [0.0, 0.0, 0.0], [0.0, 0.0, 0.0], [0.0, 0.0, 0.0], [0.0, 0.0, 0.0], [0.0, 0.0, 0.0], [0.0, 0.0, 0.0], [0.0, 0.0, 0.0], [0.0, 0.0, -0.1], [0.0, 0.0, 0.0], [0.0, 0.0, 0.0], [0.1, 0.0, -0.1], [-0.2, -0.1, 0.2], [0.0, -0.1, 0.0], [0.1, 0.0, 0.1], [0.0, 0.0, 0.0], [0.0, 0.0, 0.0], [0.0, 0.0, 0.0], [0.0, 0.0, 0.0], [0.0, 0.0, 0.0], [-0.1, 0.0, -0.1], [0.0, 0.0, 0.0], [0.0, 0.0, 0.0], [0.0, 0.0, 0.0], [-0.1, 0.1, 0.1], [0.4, 0.0, -0.2], [0.0, 0.0, 0.0], [0.0, 0.0, 0.0], [0.0, -0.1, 0.0], [0.0, 0.0, 0.0], [0.0, 0.0, 0.0], [0.0, 0.0, 0.0], [0.0, 0.0, 0.0], [0.0, 0.0, 0.0], [0.0, 0.0, 0.0], [0.0, 0.0, 0.0], [0.0, 0.0, 0.0], [0.0, 0.0, 0.0], [0.0, 0.0, 0.0], [0.0, 0.0, 0.0], [0.0, 0.0, 0.0], [0.0, 0.0, 0.0]],
  "lowdin_charge": [1.344, -0.507, -0.463, 0.785, -0.476, -0.478, 0.826, -0.496, -0.439, 0.846, 0.043, 0.099, 0.069, 0.095, 0.101, 0.062, 0.069, 0.090, 0.098, 0.057, 0.067, 0.096, -0.063, -0.069, -0.153, -0.395, -0.094, -0.068, 0.985, -0.389, -0.087, -0.052, -0.057, -0.067, -0.140, -0.400, -0.079, -0.058, -0.067, -0.079, -0.139, 0.113, 0.114, 0.098, 0.099, 0.113, 0.118, 0.115, 0.114, 0.106, 0.042, 0.102, 0.113, 0.114, 0.103, 0.078, -0.245, 0.795, -0.222, -0.212, 0.147, 0.055, 0.047, 0.043, 0.057, 0.040, 0.016, 0.058, 0.021, 0.052, 0.013, -0.249, 0.039, -0.299, 0.122, -0.742, 0.690, 0.126, -0.004, 0.095, 0.103, 0.099, 0.130, 0.113, 0.088, 0.082, 0.095, 0.052, -0.077, -0.175, -0.718, -0.375, -0.130, 0.024, 0.033, -0.118, 0.027, 0.005, -0.347, 0.098, 0.104, 0.127, 0.129, 0.126, 0.098]
}

=====

{
  "formula": "C24H43AuIP2",
  "method": "the ωB97M-V functional and the def2-TZVPD basis",
  "e_tot_ha": -2056.136839,
  "e_lumo_ha": [-0.072, -0.163],
  "de_lowest_kj_mol": 0.00,
  "spin_multiplicity": 3,
  "total_charge": 1,
  "orbital_gap_ev": [7.441, 6.329],
  "elements": ["Au", "C", "C", "C", "C", "C", "C", "H", "H", "H", "C", "H", "H", "H", "C", "H", "H", "H", "C", "H", "H", "H", "C", "H", "H", "H", "C", "C", "C", "C", "C", "C", "C", "C", "H", "H", "H", "H", "H", "H", "H", "H", "H", "H", "H", "H", "P", "P", "C", "C", "H", "H", "H", "H", "C", "H", "H", "H", "C", "H", "H", "H", "C", "H", "H", "H", "C", "H", "H", "H", "I"],
  "positions_angstrom": [[0.0054, -0.0377, 2.0699], [-0.7474, -2.0215, 3.2173], [0.6341, -2.1949, 2.8314], [0.5333, -0.5558, 4.4853], [-0.8019, -1.0134, 4.2344], [1.4223, -1.2895, 3.6301], [-1.9035, -2.8359, 2.7523], [-1.6990, -3.3067, 1.7824], [-2.8082, -2.2157, 2.6446], [-2.1440, -3.6375, 3.4717], [-2.0185, -0.6172, 4.9866], [-2.9311, -0.8814, 4.4375], [-2.0427, 0.4668, 5.1548], [-2.0521, -1.1288, 5.9625], [0.9477, 0.4269, 5.5179], [0.9936, -0.0431, 6.5137], [0.2432, 1.2684, 5.5600], [1.9386, 0.8449, 5.3007], [2.9057, -1.2119, 3.6472], [3.3297, -1.8354, 4.4542], [3.2554, -0.1796, 3.8157], [3.3395, -1.5606, 2.6988], [1.1755, -3.1919, 1.8711], [1.5552, -4.0870, 2.3868], [2.0078, -2.7679, 1.2934], [0.4054, -3.5132, 1.1588], [-2.1451, 0.9330, -4.7050], [-2.0422, -0.3999, -4.7639], [-1.0725, -1.2031, -5.5851], [0.2392, -0.4930, -5.9916], [1.0519, 0.0569, -4.8493], [0.9338, 1.2503, -4.2525], [-0.0082, 2.3628, -4.6119], [-1.2806, 1.9578, -5.3912], [-1.5694, -1.5444, -6.5109], [0.0127, 0.2689, -6.7458], [-0.8226, -2.1240, -5.0341], [-0.9951, 1.6544, -6.4047], [-2.9854, 1.3553, -4.1366], [-2.8045, -0.9977, -4.2494], [-1.8848, 2.8730, -5.5106], [-0.3028, 2.8891, -3.6892], [1.6609, 1.5038, -3.4705], [0.5313, 3.1139, -5.2159], [0.8620, -1.2456, -6.5030], [1.8619, -0.6035, -4.5108], [-1.1906, 0.1484, -0.0112], [1.5926, 1.5048, 1.0727], [-0.2762, 1.3673, -1.0545], [0.6255, 2.3189, -0.2509], [-1.0301, 1.9311, -1.6249], [0.3044, 0.7937, -1.7948], [1.3433, 2.8193, -0.9108], [0.0216, 3.0910, 0.2443], [2.3736, 2.6902, 2.1998], [3.0124, 2.1565, 2.9265], [1.6045, 3.2546, 2.7529], [3.0049, 3.3903, 1.6179], [2.9275, 0.5627, 0.2980], [3.4420, 1.1771, -0.4585], [2.5298, -0.3429, -0.1774], [3.6502, 0.2662, 1.0729], [-2.9166, 0.6469, 0.2427], [-3.4053, -0.0653, 0.9288], [-3.4663, 0.6466, -0.7173], [-2.9511, 1.6458, 0.7052], [-1.2031, -1.4690, -0.8348], [-0.1982, -1.9150, -0.7805], [-1.5133, -1.3835, -1.8936], [-1.9100, -2.1219, -0.2971], [-1.1560, 2.3980, 2.9977]],
  "forces_ev_per_a": [[-0.1, 0.8, -0.4], [0.4, 0.2, 0.3], [-0.2, 0.4, 0.4], [0.7, -0.6, -0.3], [-0.1, -0.6, -0.2], [-0.6, 0.0, 0.4], [-0.4, -0.1, -0.2], [-0.1, 0.1, 0.3], [0.3, -0.2, 0.0], [0.1, 0.3, -0.2], [-0.3, 0.2, 0.1], [0.2, 0.0, 0.2], [0.0, -0.3, 0.1], [0.0, 0.2, -0.2], [0.0, 0.4, 0.2], [0.0, 0.1, -0.3], [0.1, -0.2, 0.1], [-0.2, -0.1, 0.1], [0.6, 0.1, -0.1], [-0.2, 0.2, -0.3], [-0.1, -0.4, 0.0], [-0.1, 0.1, 0.3], [0.1, -0.3, -0.3], [-0.1, 0.2, -0.1], [-0.2, -0.1, 0.1], [0.2, 0.0, 0.2], [-0.3, -0.3, 0.2], [-0.3, 0.3, -0.2], [0.3, -0.2, 0.0], [0.0, -0.4, -0.5], [0.2, 0.2, 0.4], [0.3, -0.3, -0.3], [-0.3, 0.1, 0.0], [0.0, 0.6, -0.2], [0.1, 0.1, 0.3], [0.3, -0.3, 0.2], [-0.1, 0.2, -0.1], [-0.3, 0.2, 0.4], [0.3, -0.2, -0.1], [0.2, 0.2, -0.1], [0.2, -0.3, 0.0], [0.0, -0.1, -0.2], [-0.2, -0.1, -0.2], [-0.1, -0.2, 0.2], [-0.2, 0.3, 0.1], [-0.3, 0.3, 0.0], [0.2, -0.5, 0.9], [-0.4, -1.0, 0.8], [-0.3, -0.3, -0.1], [0.2, 0.4, 0.1], [0.3, -0.1, 0.1], [-0.2, 0.1, 0.3], [-0.2, 0.0, -0.1], [0.2, -0.2, -0.1], [0.3, 0.7, -0.3], [-0.3, 0.1, -0.4], [0.3, -0.3, -0.3], [-0.2, -0.2, 0.4], [0.5, 0.3, -0.4], [0.0, -0.3, 0.2], [0.1, 0.3, 0.1], [-0.2, 0.1, -0.3], [-0.4, 0.1, -0.5], [0.3, 0.2, -0.2], [0.2, 0.1, 0.4], [0.1, -0.4, -0.2], [-0.2, 0.0, -0.7], [-0.3, 0.2, -0.1], [0.1, -0.1, 0.4], [0.3, 0.3, -0.2], [-0.4, 0.3, 0.2]],
  "mulliken_spin": [0.303, 0.162, 0.090, 0.250, 0.190, 0.170, 0.011, 0.002, 0.007, 0.007, 0.001, 0.004, 0.002, 0.016, -0.008, 0.015, 0.003, 0.004, 0.013, 0.011, 0.007, 0.003, -0.006, 0.009, 0.007, 0.004, 0.000, 0.001, 0.000, 0.000, 0.000, -0.001, 0.000, 0.000, 0.000, 0.000, 0.000, 0.000, 0.000, -0.001, 0.000, 0.000, 0.001, 0.000, 0.000, 0.000, 0.168, 0.212, 0.009, 0.017, 0.009, -0.004, 0.005, -0.002, 0.005, 0.000, -0.003, 0.011, 0.007, 0.008, -0.002, 0.000, 0.007, 0.000, 0.006, -0.002, -0.002, 0.000, 0.006, -0.002, 0.269]
}